1.
{
  "formula": "C5H10N2O3",
  "method": "ωB97M-V/def2-TZVPD",
  "species": ["C", "C", "C", "C", "C", "H", "H", "H", "H", "H", "H", "H", "H", "H", "H", "N", "N", "O", "O", "O"],
  "coordinates": [[0.179621, -1.096144, 0.273379], [-0.403123, -0.525496, -1.043264], [1.227350, -2.080550, 0.025357], [0.338003, 1.712059, -0.322158], [-0.265108, 2.343175, 0.916037], [-1.269474, -1.012860, 1.572413], [-1.273963, -2.208265, 0.492909], [0.547128, -0.299607, 0.855435], [2.215161, -1.719557, 0.342803], [1.075076, -3.022907, 0.502950], [1.518892, -2.188218, -1.082792], [-0.611603, 1.233228, -2.069849], [1.451826, 1.632498, -0.279917], [0.319713, 2.566559, -1.105863], [-1.674276, 1.668709, 0.145183], [-0.687779, -1.659925, 1.088895], [-0.451192, 0.753046, -1.194645], [-0.978893, -1.373302, -1.731760], [0.389462, 3.027244, 1.693974], [-1.646822, 2.250313, 0.920915]],
  "atomic_forces_ev_per_a": [[3.112, 3.417, -2.297], [-1.380, -5.921, 0.925], [4.140, -0.193, -3.283], [1.034, 1.894, -3.417], [0.174, 1.945, 1.630], [-0.616, 0.481, 0.428], [-0.916, -1.038, 0.125], [1.221, 1.362, 0.424], [-0.220, 0.007, 0.627], [-0.353, -0.573, 0.037], [-1.038, -0.378, 1.338], [-0.558, -0.969, -0.229], [-0.994, -0.886, 0.468], [0.040, -0.461, 1.730], [-1.596, -0.275, -0.125], [-4.740, -2.616, 2.841], [1.351, 5.097, 1.004], [0.511, 1.340, -0.398], [-1.568, -1.872, -1.667], [2.397, -0.361, -0.159]],
  "mulliken_charge": [0.782, 0.114, -1.434, -0.429, 0.566, 0.251, 0.245, 0.333, 0.309, 0.376, 0.271, 0.185, 0.308, 0.368, 0.477, -0.703, -0.315, -0.653, -0.559, -0.494],
  "total_charge": 0,
  "e_above_lowest_ev": 2.8559,
  "lumo_energy_ev": 0.1,
  "orbital_gap_ev": 9.538,
  "smiles": "C[C@H](N)C(=O)NCC(=O)O"
}

---

2.
{
  "formula": "C4H15N2O",
  "method": "ωB97M-V/def2-TZVPD",
  "species": ["N", "C", "C", "N", "C", "C", "H", "H", "H", "H", "H", "H", "H", "H", "H", "H", "H", "H", "H", "H", "H", "O"],
  "coordinates": [[-1.293387, -0.335341, -0.653100], [-0.350519, -0.394953, -1.682247], [1.111949, -0.899182, -1.130865], [1.205741, -0.742167, 0.372158], [1.183682, 0.659981, 0.834789], [2.306919, -1.524775, 0.895583], [-5.274131, 1.788329, 2.759570], [-2.256780, -0.555882, -0.825876], [-5.487184, 1.040385, 2.675811], [-0.119213, 0.509466, -2.254112], [-0.775889, -1.194074, -2.339512], [1.921790, -0.311438, -1.659395], [1.218396, -1.947699, -1.391473], [2.074925, 1.272199, 0.654149], [0.832658, 0.636371, 1.888801], [0.297878, 1.057203, 0.364059], [3.261406, -0.901760, 0.772036], [2.539079, -2.426703, 0.384819], [2.189252, -1.759368, 1.977099], [-1.308591, 1.178246, -0.354255], [-1.974204, 2.693670, -0.865195], [-1.303772, 2.157490, -0.422844]],
  "atomic_forces_ev_per_a": [[2.292, 1.450, 1.350], [0.831, -3.750, 0.629], [-1.197, 1.954, 0.405], [0.562, 0.092, -2.067], [-2.232, -1.266, 0.817], [1.549, 1.502, 1.103], [-0.353, -1.257, -0.144], [-0.749, -0.459, -0.919], [0.356, 1.255, 0.141], [-0.616, 0.465, -0.189], [0.820, 0.697, -0.495], [-0.478, -0.631, 0.637], [-0.208, -0.079, -0.102], [-0.008, -0.417, -0.062], [0.988, 0.127, -0.324], [0.473, 0.771, -0.259], [-1.017, -0.603, 0.436], [-0.507, -0.857, -0.623], [-0.055, 0.364, -0.670], [-1.099, 0.438, 0.134], [-0.282, -0.911, 0.006], [0.929, 1.114, 0.196]],
  "mulliken_charge": [-0.336, -0.363, -0.550, 0.104, -0.555, -0.881, 0.001, 0.306, 0.000, 0.257, 0.438, 0.353, 0.439, 0.349, 0.355, 0.157, 0.339, 0.370, 0.304, 0.246, 0.330, -0.663],
  "total_charge": 1,
  "e_above_lowest_ev": 8.7714,
  "lumo_energy_ev": -8.7,
  "orbital_gap_ev": 4.835
}

---

3.
{
  "formula": "C22H29BF6NO20S",
  "method": "ωB97M-V/def2-TZVPD",
  "species": ["C", "C", "N", "C", "C", "O", "B", "S", "O", "H", "H", "H", "H", "H", "H", "H", "H", "H", "H", "H", "C", "C", "O", "C", "O", "O", "F", "H", "H", "H", "C", "C", "O", "C", "O", "O", "F", "H", "H", "H", "C", "C", "O", "C", "O", "O", "F", "H", "H", "H", "C", "C", "O", "C", "O", "O", "F", "H", "H", "H", "C", "C", "O", "C", "O", "O", "F", "H", "H", "H", "C", "C", "O", "C", "O", "O", "F", "H", "H", "H"],
  "coordinates": [[-2.103969, 1.877723, -4.842454], [-2.979797, 1.771521, -6.094673], [-4.076569, 2.737958, -6.100666], [-4.940689, 2.571940, -4.938999], [-6.190898, 3.483271, -4.877671], [-7.020511, 2.709105, -4.019231], [-7.018638, 1.414630, -4.714433], [-7.349785, -0.136811, -3.588248], [-5.580107, 1.306278, -5.120837], [-1.132658, 1.442536, -5.039834], [-2.556225, 1.345679, -4.011818], [-1.990967, 2.924054, -4.571656], [-3.331674, 0.736567, -6.164371], [-2.321388, 1.933260, -6.950594], [-4.670896, 2.453630, -6.872329], [-4.459124, 2.710673, -3.971754], [-6.052032, 4.455731, -4.404326], [-6.754768, 3.546620, -5.817100], [-7.795356, 1.518197, -5.654073], [-6.587997, -1.029583, -4.240738], [2.712002, -0.323591, -2.885942], [2.445692, -0.033580, -4.341555], [1.151851, 0.530648, -4.311037], [1.005696, 1.136583, -3.091697], [0.160584, 1.915169, -2.821783], [1.979769, 0.717509, -2.235004], [2.417395, -1.169387, -5.085022], [2.316121, -1.292103, -2.581867], [3.767977, -0.277107, -2.631155], [3.140390, 0.674600, -4.797764], [2.535736, -4.452934, -0.041465], [3.597836, -3.785682, -0.878818], [3.499874, -2.430511, -0.476980], [3.048163, -2.435921, 0.814774], [3.099421, -1.502386, 1.541413], [2.548048, -3.648953, 1.144378], [3.319099, -3.871798, -2.205830], [1.561174, -4.397167, -0.506408], [2.767394, -5.488552, 0.186357], [4.613742, -4.144435, -0.702474], [1.368644, 0.683378, 3.324433], [-0.091852, 1.026439, 3.458845], [-0.423223, 0.456214, 4.720486], [0.709585, 0.471135, 5.468938], [0.741305, 0.325152, 6.648824], [1.800571, 0.690958, 4.696639], [-0.835670, 0.434861, 2.496136], [1.525290, -0.306743, 2.896873], [1.921553, 1.410368, 2.737722], [-0.300302, 2.088117, 3.472977], [-2.447816, 4.334657, 6.602199], [-1.228252, 4.065286, 5.757318], [-1.090595, 5.265316, 5.021672], [-1.615718, 6.265912, 5.790564], [-1.436955, 7.420700, 5.607490], [-2.362413, 5.749158, 6.801023], [-1.431256, 3.033941, 4.897856], [-3.370247, 4.094094, 6.071984], [-2.433057, 3.805013, 7.551158], [-0.315017, 3.881628, 6.326557], [-0.546236, -8.841609, -0.745584], [0.680158, -9.007336, 0.117806], [1.183471, -7.683952, 0.188267], [0.112557, -6.844950, 0.055493], [0.128991, -5.690631, 0.321432], [-0.964808, -7.514113, -0.415303], [1.607014, -9.803804, -0.466796], [-0.305786, -8.894607, -1.808288], [-1.326606, -9.563584, -0.520186], [0.479147, -9.371610, 1.126480], [6.031170, 2.844863, 4.375582], [4.539063, 2.633011, 4.292967], [4.415127, 1.756134, 3.189390], [5.566375, 1.022730, 3.134852], [5.687698, 0.026890, 2.510803], [6.535836, 1.593821, 3.899734], [3.881034, 3.787421, 4.016702], [6.364374, 3.649437, 3.718101], [6.377018, 3.043987, 5.386839], [4.095914, 2.168937, 5.175699]],
  "atomic_forces_ev_per_a": [[-0.538, 0.018, -0.456], [0.596, -0.252, 0.435], [0.441, 0.426, 0.435], [-1.953, -0.384, -1.639], [-0.393, -0.656, 0.970], [-0.347, 0.257, 0.417], [1.089, 0.390, -0.088], [-0.521, -0.221, 0.531], [0.324, -0.114, 0.339], [0.172, -0.035, 0.020], [-0.015, 0.008, 0.200], [0.183, 0.099, 0.110], [-0.188, -0.012, -0.049], [-0.205, 0.253, -0.245], [-0.141, 0.257, -0.026], [0.572, -0.374, -0.102], [0.209, 0.148, -0.219], [0.628, 0.341, -0.459], [-0.086, -0.456, -0.233], [-0.003, 0.294, -0.096], [0.288, -0.002, 0.274], [-0.359, -0.262, -0.024], [0.376, 0.241, 0.119], [-0.297, 0.099, 0.228], [0.195, -0.068, 0.093], [0.012, -0.059, -0.311], [0.022, 0.037, -0.059], [-0.044, -0.041, -0.195], [-0.058, 0.161, 0.146], [0.027, -0.095, -0.113], [0.379, -0.101, 0.010], [-0.242, 0.171, -0.122], [0.223, -0.304, 0.250], [-0.172, 0.198, 0.241], [-0.132, -0.002, -0.077], [0.189, 0.083, -0.240], [0.077, 0.049, -0.019], [0.030, 0.159, -0.217], [-0.004, 0.051, 0.221], [0.029, 0.011, -0.159], [0.269, 0.020, -0.324], [0.057, -0.607, -0.339], [0.299, 0.314, 0.082], [0.003, -0.136, 0.143], [0.003, 0.012, -0.036], [-0.231, 0.079, 0.000], [-0.060, -0.004, 0.108], [-0.106, -0.001, 0.020], [0.119, 0.037, 0.186], [-0.120, 0.043, -0.136], [-0.196, -0.091, 0.340], [-0.193, -0.035, -0.281], [0.115, -0.008, 0.413], [-0.117, 0.297, -0.065], [-0.026, -0.078, -0.027], [0.169, -0.148, -0.174], [-0.092, 0.332, 0.182], [0.101, -0.050, -0.150], [0.044, 0.189, 0.086], [0.021, -0.140, -0.072], [-0.350, -0.140, -0.078], [0.257, 0.018, -0.283], [-0.302, -0.089, 0.245], [-0.245, 0.301, -0.073], [-0.266, -0.365, 0.062], [0.260, -0.128, 0.086], [0.040, 0.028, 0.049], [0.171, -0.020, 0.041], [-0.114, 0.176, 0.090], [0.096, -0.082, -0.008], [0.282, 0.063, 0.228], [-0.112, 0.192, -0.245], [0.208, -0.032, 0.442], [-0.025, -0.299, -0.324], [0.212, 0.093, 0.018], [-0.273, 0.092, -0.013], [-0.054, -0.045, -0.001], [-0.169, 0.018, -0.058], [0.078, -0.199, -0.006], [-0.119, 0.080, -0.017]],
  "mulliken_charge": [-0.937, -0.398, -0.528, 0.095, -0.472, -0.750, 0.747, -0.433, -0.526, 0.209, 0.341, 0.320, 0.249, 0.424, 0.282, 0.194, 0.251, 0.216, -0.274, 0.018, -0.208, 0.305, -0.293, 0.594, -0.466, -0.295, -0.287, 0.042, 0.283, 0.275, -0.417, 0.406, -0.205, 0.577, -0.522, -0.305, -0.309, 0.290, 0.238, 0.246, -0.370, 0.469, -0.345, 0.641, -0.576, -0.266, -0.317, 0.122, 0.384, 0.297, -0.429, 0.343, -0.308, 0.601, -0.494, -0.317, -0.325, 0.294, 0.289, 0.316, -0.442, 0.292, -0.276, 0.679, -0.489, -0.317, -0.279, 0.281, 0.266, 0.281, -0.465, 0.372, -0.169, 0.547, -0.449, -0.346, -0.317, 0.285, 0.271, 0.290],
  "total_charge": -1,
  "lumo_energy_ev": 1.4,
  "orbital_gap_ev": 5.368
}

---

4.
{
  "formula": "C4H6O",
  "method": "ωB97M-V/def2-TZVPD",
  "species": ["C", "C", "C", "O", "C", "H", "H", "H", "H", "H", "H"],
  "coordinates": [[-1.010835, -0.485709, -0.161250], [-0.097077, 0.270540, 0.813826], [1.196992, 0.687293, 0.157570], [0.583029, 1.043447, -0.991540], [-0.722937, 0.929349, -0.388250], [-1.995533, -0.700619, 0.248176], [-0.596309, -1.241772, -0.824478], [-0.312222, 0.331241, 1.872284], [2.095960, -1.664416, -0.200790], [2.246936, -0.947888, -0.051913], [-1.388007, 1.778537, -0.473633]],
  "atomic_forces_ev_per_a": [[-0.102, -0.078, -0.144], [0.183, 0.067, 0.394], [-0.316, 0.214, 0.038], [0.115, 0.079, -0.037], [-0.347, 0.086, -0.134], [0.198, 0.033, -0.033], [0.012, 0.158, 0.111], [-0.011, 0.011, -0.168], [0.036, -0.300, -0.048], [0.166, -0.130, -0.012], [0.066, -0.140, 0.033]],
  "mulliken_charge": [-0.501, -0.147, -0.347, -0.192, -0.059, 0.254, 0.218, 0.362, 0.075, -0.030, 0.367],
  "total_charge": 0,
  "e_above_lowest_ev": 5.0304,
  "lumo_energy_ev": 0.8,
  "orbital_gap_ev": 9.370
}